P | {"formula": "C5H14NO", "method": "ωB97M-V/def2-TZVPD", "charge": 1, "symbols": ["C", "C", "C", "C", "C", "N", "H", "H", "H", "H", "H", "H", "H", "H", "H", "H", "H", "H", "H", "H", "O"], "coordinates": [[2.09720, -0.54002, 2.02518], [0.86482, -1.21209, 1.27468], [0.63846, -0.97991, -0.21904], [-0.40307, 0.19522, -0.41788], [-0.74371, 2.18568, 1.24044], [-0.31675, 1.15565, 0.61112], [2.18465, -1.05289, 2.95658], [1.89570, 0.48152, 2.34030], [2.93853, -0.72469, 1.36616], [0.03367, -1.03006, 1.91946], [1.19940, -2.29252, 1.35368], [0.39079, -1.91599, -0.76853], [1.57092, -0.53423, -0.74764], [-1.25763, -0.54064, -0.29988], [-0.58780, 0.82239, -1.31132], [0.00667, 2.84509, 1.69428], [-1.75990, 2.46103, 1.07930], [0.69079, 1.05409, 0.75405], [-1.61242, 0.08149, -4.36721], [-2.75898, -1.05616, -4.07435], [-1.92992, -0.57266, -3.69913]], "lowdin_charge": [-0.078, -0.250, -0.165, -0.156, 0.215, 0.015, 0.068, 0.057, 0.082, 0.096, 0.134, 0.132, 0.143, 0.156, 0.153, 0.140, 0.117, 0.127, 0.047, 0.095, -0.129]}

Q | {"formula": "C5H14NO", "method": "ωB97M-V/def2-TZVPD", "charge": 1, "symbols": ["C", "C", "N", "H", "H", "H", "H", "H", "H", "H", "H", "C", "C", "C", "O", "H", "H", "H", "H", "H", "H"], "coordinates": [[-1.46435, -2.81627, -0.92713], [-1.49566, -1.28300, -0.70462], [-0.10754, -0.69870, -1.00239], [-2.43677, -3.17323, -0.65088], [-1.38502, -3.06137, -2.04036], [-0.63614, -3.25906, -0.37125], [-2.21536, -0.79421, -1.35628], [-1.72755, -1.00820, 0.33464], [0.54996, -1.03074, -0.31182], [-0.00134, 0.36277, -1.01270], [0.22446, -1.06503, -1.90222], [1.23126, 1.44547, 2.43418], [0.59843, 1.42180, 1.06196], [1.15565, 2.08697, -0.00121], [0.74481, 2.03557, -1.34282], [1.32619, 0.42445, 2.87016], [2.19637, 1.96535, 2.43539], [0.60958, 2.05206, 3.14722], [-0.32265, 0.87001, 0.95096], [2.10347, 2.65452, 0.15681], [1.05218, 2.87086, -1.76766]], "lowdin_charge": [-0.063, -0.173, 0.161, 0.077, 0.111, 0.083, 0.126, 0.123, 0.146, 0.114, 0.170, -0.099, -0.160, -0.167, -0.058, 0.085, 0.077, 0.095, 0.078, 0.138, 0.137]}

R | {"formula": "C5H14NO", "method": "ωB97M-V/def2-TZVPD", "charge": 1, "symbols": ["C", "C", "C", "C", "C", "N", "H", "H", "H", "H", "H", "H", "H", "H", "H", "H", "H", "H", "H", "H", "O"], "coordinates": [[0.55301, -1.49679, -1.40159], [-0.69817, -1.63790, -0.55595], [-1.40249, -0.37490, -0.05031], [-0.46801, 0.75778, 0.50439], [0.24711, 0.02115, 2.70795], [0.43187, 0.06639, 1.43069], [0.78400, -0.51200, -1.80005], [1.46662, -1.83077, -0.88170], [0.54005, -2.22805, -2.22611], [-1.53429, -2.18788, -1.01112], [-0.35203, -2.25330, 0.28568], [-2.11903, 0.00526, -0.76151], [-2.03536, -0.74437, 0.79496], [-0.08660, 1.32240, -0.35050], [-1.18478, 1.25012, 1.15359], [1.04219, -0.04892, 3.44612], [-0.74652, -0.38520, 2.91574], [1.28571, -0.39788, 1.06981], [1.65709, 2.31569, -2.64756], [0.51062, 3.05660, -1.94762], [1.05429, 2.26640, -1.89914]], "lowdin_charge": [-0.103, -0.262, -0.179, -0.108, 0.198, 0.040, 0.061, 0.074, 0.088, 0.120, 0.101, 0.116, 0.118, 0.105, 0.124, 0.128, 0.140, 0.186, 0.057, 0.051, -0.056]}

S | {"formula": "C5H14NO", "method": "ωB97M-V/def2-TZVPD", "charge": 1, "symbols": ["C", "C", "N", "C", "C", "C", "O", "H", "H", "H", "H", "H", "H", "H", "H", "H", "H", "H", "H", "H", "H"], "coordinates": [[-0.70221, 2.29423, 0.33602], [0.03643, 0.98851, 0.04473], [1.19896, 1.27973, -0.91830], [-0.97958, 0.04698, -0.60834], [-0.69891, -1.48246, -0.57798], [0.52228, -1.91964, 0.20206], [0.36423, -1.44630, 1.55989], [-1.66719, 2.51136, -0.12328], [-0.09952, 3.18729, 0.31054], [-1.28688, 2.17191, 1.28705], [0.31400, 0.54486, 1.00262], [1.76465, 0.45439, -1.11073], [1.75932, 1.92122, -0.34690], [0.99681, 1.82060, -1.76126], [-1.05059, 0.31683, -1.68424], [-2.00439, 0.31363, -0.35117], [-0.66261, -1.98054, -1.56138], [-1.60816, -1.95776, -0.15055], [0.85088, -2.94918, 0.25364], [1.34896, -1.34159, -0.23097], [0.52775, -2.13917, 2.22340]], "lowdin_charge": [-0.050, -0.318, 0.237, -0.148, -0.163, -0.225, -0.090, 0.088, 0.080, 0.121, 0.135, 0.156, 0.171, 0.180, 0.128, 0.121, 0.122, 0.127, 0.130, 0.089, 0.110]}

Tell me which of them is the least stable. Sure, it is P.

P | {"formula": "C5H14NO", "method": "ωB97M-V/def2-TZVPD", "charge": 1, "symbols": ["C", "C", "C", "C", "C", "N", "H", "H", "H", "H", "H", "H", "H", "H", "H", "H", "H", "H", "H", "H", "O"], "coordinates": [[1.51261, -1.34417, 1.63026], [0.76237, -0.59830, 0.58793], [0.34095, 0.85211, 0.83257], [0.13864, 1.60574, -0.44204], [0.59958, 2.82665, -0.62402], [-0.53427, -1.39257, 0.27948], [0.94799, -1.44139, 2.56167], [1.85749, -2.33182, 1.31652], [2.41783, -0.83498, 1.96375], [1.32667, -0.56982, -0.34954], [1.03516, 1.32115, 1.53685], [-0.54385, 0.92589, 1.49695], [-0.50265, 1.14984, -1.18874], [0.65287, 3.41277, -1.52908], [1.16917, 3.30338, 0.17078], [-0.25112, -2.33433, 0.03843], [-1.13191, -0.91405, -0.42963], [-0.99197, -1.36675, 1.18511], [-2.41341, -0.36737, -2.62980], [-2.05769, -1.91232, -2.34498], [-2.23116, -1.05633, -1.95700]], "lowdin_charge": [-0.047, -0.339, -0.176, -0.185, 0.041, 0.219, 0.100, 0.097, 0.105, 0.155, 0.131, 0.136, 0.090, 0.070, 0.074, 0.161, 0.109, 0.159, 0.090, 0.059, -0.048]}

Q | {"formula": "C5H14NO", "method": "ωB97M-V/def2-TZVPD", "charge": 1, "symbols": ["C", "C", "C", "C", "C", "N", "H", "H", "H", "H", "H", "H", "H", "H", "H", "H", "H", "H", "H", "H", "O"], "coordinates": [[-1.02648, 0.00549, 2.80304], [-1.39456, -0.73118, 1.51335], [-1.30055, 0.15417, 0.28618], [-0.01174, 0.31838, -0.43964], [0.12801, 0.59164, -1.71211], [1.21088, 0.48253, 0.41212], [-0.77644, -0.62854, 3.65165], [-1.84667, 0.63608, 3.11071], [-0.19823, 0.70741, 2.68558], [-2.44182, -1.04332, 1.59799], [-0.82772, -1.66373, 1.40851], [-2.02209, -0.17346, -0.46152], [-1.69769, 1.14403, 0.54203], [0.99996, 0.67271, -2.34865], [-0.75411, 0.44488, -2.34945], [1.26104, 1.37094, 0.89391], [2.01488, 0.43298, -0.22169], [1.35197, -0.26751, 1.09476], [2.95061, -0.27608, -4.39536], [2.05104, -1.47393, -4.29327], [2.32971, -0.70348, -3.77813]], "lowdin_charge": [-0.100, -0.240, -0.173, -0.284, 0.115, 0.244, 0.082, 0.080, 0.054, 0.120, 0.115, 0.128, 0.139, 0.064, 0.107, 0.169, 0.173, 0.171, 0.057, 0.051, -0.071]}

R | {"formula": "C5H14NO", "method": "ωB97M-V/def2-TZVPD", "charge": 1, "symbols": ["C", "C", "C", "C", "C", "N", "H", "H", "H", "H", "H", "H", "H", "H", "H", "H", "H", "H", "H", "H", "O"], "coordinates": [[-1.75003, -0.59902, -1.46923], [-0.61399, -0.06670, -0.62870], [0.20894, -1.22428, 0.05755], [1.59411, -0.92269, -0.30800], [2.70830, -1.35373, 0.29991], [-1.34448, 0.93862, 0.29716], [-2.55900, -1.22067, -0.86042], [-2.24914, 0.08842, -2.20696], [-1.55748, -1.44489, -2.18579], [0.03661, 0.63555, -1.29829], [-0.14983, -2.19209, -0.30381], [0.11044, -1.21531, 1.16629], [1.82552, -0.29408, -1.22685], [3.73668, -0.97328, 0.02805], [2.79140, -1.97125, 1.16978], [-0.62930, 1.54813, 0.81959], [-1.85978, 0.43807, 1.05873], [-1.94282, 1.58057, -0.13204], [0.39798, 3.41840, 1.36937], [1.02891, 2.32899, 2.49496], [0.21699, 2.50123, 1.85869]], "lowdin_charge": [-0.100, -0.322, -0.150, -0.221, 0.023, 0.183, 0.134, 0.097, 0.100, 0.168, 0.127, 0.136, 0.121, 0.086, 0.054, 0.094, 0.185, 0.128, 0.146, 0.144, -0.132]}

S | {"formula": "C5H14NO", "method": "ωB97M-V/def2-TZVPD", "charge": 1, "symbols": ["O", "C", "C", "H", "H", "H", "H", "C", "C", "C", "N", "H", "H", "H", "H", "H", "H", "H", "H", "H", "H"], "coordinates": [[-0.11466, 0.78614, 2.15883], [-0.04556, 1.99023, 2.03110], [1.20485, 2.77717, 2.05733], [-0.97388, 2.57311, 1.91291], [2.04457, 2.26602, 1.59084], [1.49221, 2.98214, 3.09319], [1.05813, 3.75518, 1.60367], [0.16076, -1.58288, -0.57276], [-0.81370, -0.85872, -1.49982], [-0.27204, -0.85213, -2.92474], [-0.38814, -1.59355, 0.83273], [0.26602, -2.62923, -0.85421], [1.13240, -1.09965, -0.55542], [-0.93556, 0.16161, -1.12508], [-1.78484, -1.35454, -1.44986], [0.67110, -0.31618, -2.99369], [-0.10404, -1.87389, -3.26487], [-0.99614, -0.39405, -3.59256], [-0.35246, -0.64399, 1.23323], [-1.36819, -1.87951, 0.85710], [0.11916, -2.21327, 1.46211]], "lowdin_charge": [-0.004, -0.257, -0.031, 0.133, 0.092, 0.106, 0.088, -0.155, -0.244, -0.087, 0.181, 0.134, 0.136, 0.114, 0.118, 0.083, 0.084, 0.084, 0.083, 0.170, 0.172]}

Tell me which of them is the least stable. Sure, it is R.

P | {"formula": "CHFI2S", "method": "ωB97M-V/def2-TZVPD", "charge": 0, "symbols": ["F", "C", "S", "H", "I", "I"], "coordinates": [[0.60680, -1.39320, -0.15137], [0.57219, -0.99199, 1.09811], [-0.88001, -0.53721, 1.79958], [1.53675, -1.21088, 1.53916], [0.34809, 1.71832, -2.17606], [-2.18381, 2.41496, -2.10942]], "lowdin_charge": [-0.058, -0.676, 0.636, 0.063, 0.020, 0.015]}

Q | {"formula": "CHFI2S", "method": "ωB97M-V/def2-TZVPD", "charge": 0, "symbols": ["C", "F", "S", "I", "I", "H"], "coordinates": [[0.18456, -0.66229, -0.38962], [-0.94723, -0.44579, -1.05766], [0.29768, 0.30019, 1.13488], [0.52401, -2.76874, -0.04408], [-0.90816, 3.85203, 1.56732], [0.84913, -0.27538, -1.21084]], "lowdin_charge": [-1.281, -0.136, 0.542, 0.806, 0.004, 0.066]}

Tell me which of them is the least stable. Sure, it is Q.

P | {"formula": "CH10O5", "method": "ωB97M-V/def2-TZVPD", "charge": 0, "symbols": ["C", "O", "H", "H", "O", "H", "H", "O", "H", "H", "O", "H", "H", "O", "H", "H"], "coordinates": [[-0.26120, -0.72291, -2.55019], [0.38395, 0.11405, -3.11329], [0.08543, -1.16137, -1.61823], [-1.20143, -1.11121, -2.92995], [-0.16479, 2.53224, -0.31538], [0.44091, 2.08654, -0.92519], [-0.14094, 3.45978, -0.55531], [0.23902, 1.58957, 2.27803], [-0.09115, 2.00063, 1.46271], [-0.50891, 1.74558, 2.88122], [-0.69012, -2.74241, -0.20274], [-0.29842, -2.20950, 0.49976], [-1.11047, -3.49993, 0.19491], [0.99795, -0.95587, 1.39646], [0.53125, -0.14011, 1.61145], [1.78889, -0.98509, 1.88573]], "lowdin_charge": [-0.130, -0.015, 0.051, 0.079, -0.039, 0.059, 0.057, -0.068, 0.001, 0.065, -0.069, -0.006, 0.030, -0.038, 0.001, 0.022]}

Q | {"formula": "CH10O5", "method": "ωB97M-V/def2-TZVPD", "charge": 0, "symbols": ["C", "O", "H", "H", "O", "H", "H", "O", "H", "H", "O", "H", "H", "O", "H", "H"], "coordinates": [[-1.89687, -1.72433, 1.10676], [-1.81833, -0.77420, 1.88342], [-1.06295, -2.39677, 1.18128], [-2.70488, -2.07229, 0.52133], [-0.18050, 1.73302, 0.69056], [-0.64046, 0.78076, 0.61045], [-0.89150, 2.35673, 1.02048], [2.32866, 1.83824, -0.03066], [2.86327, 2.53943, 0.38998], [1.51365, 1.84965, 0.54212], [-0.04312, -2.28254, -0.81384], [0.75768, -2.80770, -0.97624], [0.20231, -1.34465, -1.15884], [0.29362, 0.49664, -1.84465], [1.23948, 0.49263, -1.74272], [0.03993, 1.31537, -1.37942]], "lowdin_charge": [-0.108, -0.037, 0.057, 0.075, -0.126, 0.112, 0.101, -0.104, 0.045, 0.000, -0.112, 0.046, 0.050, -0.059, 0.026, 0.033]}

Tell me which of them is the least stable. Sure, it is Q.

P | {"formula": "CH10O5", "method": "ωB97M-V/def2-TZVPD", "charge": 0, "symbols": ["C", "O", "H", "H", "O", "H", "H", "O", "H", "H", "O", "H", "H", "O", "H", "H"], "coordinates": [[-0.81962, 1.57080, 0.09617], [-1.59573, 1.41341, -0.81681], [-0.74608, 2.53175, 0.62525], [-0.31992, 0.70127, 0.53319], [-2.06496, -1.42172, -0.96207], [-2.04360, -0.44738, -0.88228], [-2.58187, -1.70931, -0.20027], [0.63983, -2.03921, -1.12131], [-0.33868, -1.95174, -1.09918], [0.80728, -2.26458, -2.04098], [1.75014, 1.70465, 1.46884], [2.03401, 0.79775, 1.25342], [2.54892, 2.23416, 1.48460], [1.54917, -0.58761, 1.03531], [1.16513, -1.15459, 0.34335], [2.25338, -1.11006, 1.43079]], "lowdin_charge": [-0.089, -0.023, 0.092, 0.064, -0.056, 0.015, 0.063, -0.067, 0.013, 0.058, -0.097, -0.047, 0.029, -0.054, 0.023, 0.079]}

Q | {"formula": "CH10O5", "method": "ωB97M-V/def2-TZVPD", "charge": 0, "symbols": ["C", "O", "H", "H", "O", "H", "H", "O", "H", "H", "O", "H", "H", "O", "H", "H"], "coordinates": [[3.87920, -3.22432, -1.12813], [2.95037, -3.84623, -1.60454], [4.98076, -3.37022, -1.43822], [3.66430, -2.66250, -0.25777], [-0.19574, -0.02812, 1.57153], [0.75289, -0.19869, 1.55101], [-0.25486, 0.00427, 0.64386], [-2.42881, 1.45473, 1.37265], [-1.73177, 0.94276, 1.76738], [-3.07235, 0.67259, 1.29224], [-0.94989, -0.32036, -1.04085], [-1.51464, 0.00347, -0.42616], [-1.17635, 0.14499, -1.94886], [-1.68914, 3.56365, -0.50598], [-1.23069, 4.04355, 0.14184], [-1.98327, 2.82044, 0.01001]], "lowdin_charge": [-0.134, -0.019, 0.102, 0.051, -0.033, 0.072, -0.032, -0.070, -0.015, 0.105, -0.042, -0.065, 0.143, -0.039, 0.002, -0.027]}

Tell me which of them is the least stable. Sure, it is Q.

P | {"formula": "C2H4N2O2", "method": "ωB97M-V/def2-TZVPD", "charge": 0, "symbols": ["C", "C", "H", "H", "H", "H", "N", "N", "O", "O"], "coordinates": [[0.09639, 1.11527, -0.25447], [1.20669, 0.18490, -0.04850], [-1.14163, -1.38798, 0.59221], [-2.79173, -0.45577, -0.35256], [0.32513, 2.21005, -0.07224], [1.70127, -1.29320, 0.15095], [-1.57819, -0.47945, 0.21341], [-1.12041, 0.86307, -0.05740], [0.84647, -1.08790, -0.36597], [2.45603, 0.33103, 0.19456]], "lowdin_charge": [-0.136, -0.464, 0.107, 0.239, 0.140, 0.149, -0.076, -0.030, 0.042, 0.030]}

Q | {"formula": "C2H4N2O2", "method": "ωB97M-V/def2-TZVPD", "charge": 0, "symbols": ["N", "N", "C", "C", "O", "O", "H", "H", "H", "H"], "coordinates": [[-1.17765, 1.11741, -0.77161], [-0.21503, -1.24904, -0.12758], [1.01768, 0.74274, -0.09128], [0.85818, -0.61032, 0.23667], [0.07905, 1.46312, -0.69253], [-1.66259, 0.60157, 0.41217], [-2.33862, -0.04747, 0.15198], [-0.15307, -2.25480, 0.01132], [1.96430, 1.25952, -0.02686], [1.62776, -1.02273, 0.89772]], "lowdin_charge": [0.000, 0.077, -0.110, -0.244, -0.049, -0.062, 0.108, 0.054, 0.116, 0.110]}

R | {"formula": "C2H4N2O2", "method": "ωB97M-V/def2-TZVPD", "charge": 0, "symbols": ["N", "C", "O", "N", "C", "O", "H", "H", "H", "H"], "coordinates": [[1.79247, 0.08076, 0.08436], [0.49294, 0.31166, 0.49563], [0.16850, 0.82822, 1.54211], [-0.42058, -0.08916, -0.48579], [-1.78563, -0.16275, -0.27506], [-2.57040, -0.29123, -1.18413], [1.98665, -0.85170, -0.23215], [2.50185, 0.41832, 0.70967], [-0.11331, -0.12315, -1.45003], [-2.05249, -0.12098, 0.79540]], "lowdin_charge": [0.148, -0.581, 0.079, 0.116, -0.303, 0.048, 0.097, 0.101, 0.153, 0.143]}

Tell me which of them is the least stable. Sure, it is Q.